No. 1
Here is one molecule with the formula C2H7NO2S2 at a distorted geometry from OMol25. Energies are from ωB97M-V with the def2-TZVPD basis set.

Values from the calculation:
E_HOMO, eV: -9.507
Gap between HOMO and LUMO, eV: 9.7
DFT total energy, Eh: -1081.8761
LUMO, eV: 0.2
Charge: 0

Each line ends with the natural charge from an NBO analysis.
Element x y z (Å)
1 C 0.4773 0.5311 1.3901  -0.6349
2 C -0.4564 -0.7239 1.3490  -0.6178
3 N -0.1104 1.9274 -1.8939  -1.0274
4 O -0.9570 -2.7600 -0.0249  -0.9201
5 O -0.3592 -0.6656 -1.2629  -0.9593
6 S 0.4926 0.5248 -2.2574  1.0602
7 S 0.0936 -1.7204 -0.0364  1.5148
8 H 1.4545 0.0526 1.3996  0.2029
9 H 0.3133 1.1187 0.4986  0.2171
10 H 0.3896 1.2202 2.2129  0.2277
11 H -1.4789 -0.5769 1.4285  0.2412
12 H -0.2444 -1.3804 2.2246  0.2258
13 H 0.6114 2.5151 -1.5572  0.3660
14 H -0.2259 -0.0630 -3.4707  0.1037

Forces on the atoms, in the same order (eV/Å):
C -0.6 -1.3 -0.3
C 3.1 0.7 1.5
N -0.9 -2.4 -1.5
O 1.0 0.2 -0.6
O 0.0 0.5 -0.7
S -1.2 -0.4 -0.3
S -1.8 -0.3 0.2
H 0.5 0.7 -0.1
H 0.2 0.1 -0.3
H -0.2 -0.2 0.6
H -2.1 0.4 -0.8
H 0.2 0.3 -0.5
H 1.2 0.5 0.5
H 0.7 1.3 2.4

***

No. 2
Here is one molecule with the formula C4H6N2O3 at a distorted geometry from OMol25. Energies are from ωB97M-V with the def2-TZVPD basis set.

Values from the calculation:
E_HOMO, eV: -9.165
SMILES string: [H]/N=C(\N=C(/C)O)C(=O)O
Gap between HOMO and LUMO, eV: 8.6
DFT total energy, Eh: -491.1593
LUMO, eV: -0.6
Charge: 0

Each line ends with the natural charge from an NBO analysis.
Element x y z (Å)
1 H -3.1581 0.2587 -0.0715  0.3427
2 N -2.5213 1.0524 -0.1759  -0.6647
3 C -1.3670 0.7725 0.2347  0.3394
4 N -0.7995 -0.3510 0.6528  -0.5723
5 C 0.3593 -0.7929 0.2145  0.6221
6 C 0.7578 -1.1340 -1.1816  -0.7144
7 O 1.2097 -1.2766 1.1825  -0.6891
8 C 0.1856 1.5638 -0.0035  0.7496
9 O 0.3733 1.9751 -1.1198  -0.5142
10 O 0.7179 1.9156 1.1654  -0.6799
11 H 1.7221 -0.6703 -1.4021  0.2536
12 H 0.0358 -0.7366 -1.8952  0.2556
13 H 0.8770 -2.2154 -1.2945  0.2576
14 H 0.6904 -1.4924 1.9723  0.5036
15 H 0.9169 1.1310 1.7220  0.5103

Forces on the atoms, in the same order (eV/Å):
H 0.1 0.1 0.0
N 0.1 0.5 0.5
C 2.5 1.7 -2.8
N 3.4 -3.2 0.9
C -2.7 -1.9 2.1
C 0.4 0.9 -0.2
O -0.1 -0.4 -1.0
C -6.5 2.6 -1.4
O 1.5 -0.7 1.6
O 1.9 -0.6 0.2
H 0.1 -0.1 -0.1
H 0.0 -0.1 0.2
H -0.1 0.2 0.2
H -0.1 0.4 0.0
H -0.4 0.6 -0.3

***

No. 3
Here is a 2-piece molecular cluster, C3H11NOS2 overall at a distorted geometry from OMol25. Energies are from ωB97M-V with the def2-TZVPD basis set.

Values from the calculation:
E_HOMO, eV: -9.202
SMILES string: NCCCSS.O
Gap between HOMO and LUMO, eV: 9.6
DFT total energy, Eh: -1047.2342
LUMO, eV: 0.4
Charge: 0

Each line ends with the natural charge from an NBO analysis.
Element x y z (Å)
1 N -3.1911 -2.2877 -0.0063  -0.8387
2 C -2.2575 -1.1199 0.1126  -0.2140
3 C -0.7468 -1.4462 -0.1504  -0.4346
4 C 0.0633 -0.2328 -0.4225  -0.5137
5 S 1.8803 -0.4419 -0.6318  0.0868
6 S 2.4993 1.4834 -0.2298  -0.1296
7 H -3.4778 -2.4460 0.9543  0.3643
8 H -2.6962 -3.0378 -0.4733  0.3600
9 H -2.3060 -0.8201 1.1322  0.1792
10 H -2.6896 -0.2871 -0.4491  0.1881
11 H -0.6081 -2.0744 -1.0215  0.2031
12 H -0.3413 -1.9820 0.7936  0.2067
13 H -0.2132 0.5732 0.2749  0.2018
14 H -0.1585 0.1655 -1.4398  0.2155
15 H 2.8877 1.3311 1.0320  0.1241
16 O -2.1462 2.4599 1.6858  -0.9646
17 H -1.4024 1.8997 1.5005  0.4794
18 H -2.2334 3.2906 1.2299  0.4864

Forces on the atoms, in the same order (eV/Å):
N 0.9 1.4 0.1
C 0.0 -0.8 -0.6
C -0.3 -1.1 1.4
C -0.1 1.9 -1.3
S -0.1 0.1 0.8
S 0.0 -0.1 -0.6
H 0.0 -1.1 -0.5
H -0.4 -0.3 0.6
H 0.0 0.6 0.9
H 0.6 0.0 -0.4
H -0.3 -0.7 0.0
H -0.6 0.6 -1.6
H 0.7 -0.2 0.0
H -0.5 -0.2 0.8
H 0.0 -0.1 0.4
O -1.4 -0.5 1.3
H 0.6 0.5 -0.7
H 0.8 0.0 -0.6

***

No. 4
Here is a 2-piece molecular cluster, C5H7Cl overall at a distorted geometry from OMol25. Energies are from ωB97M-V with the def2-TZVPD basis set.

Values from the calculation:
E_HOMO, eV: -8.735
Gap between HOMO and LUMO, eV: 9.4
DFT total energy, Eh: -654.7280
LUMO, eV: 0.6
Charge: 0

Each line ends with the natural charge from an NBO analysis.
Element x y z (Å)
1 C -1.3720 0.0044 -0.2725  -0.2391
2 C -0.3520 0.9977 -0.8218  -0.2433
3 C 0.0059 0.0831 0.3063  -0.1903
4 C -1.6332 1.4429 -0.2792  -0.0802
5 C 0.9826 -1.0449 0.0630  -0.6156
6 Cl -2.8659 2.2260 -1.1522  0.0413
7 H -1.9212 -0.8221 -0.6733  0.2381
8 H 0.0977 1.1541 -1.7811  0.2387
9 H 0.0800 0.5622 1.2825  0.2185
10 H -1.5627 2.1544 1.4212  -0.0184
11 H 1.2408 -1.5324 0.9998  0.2226
12 H 1.8978 -0.6664 -0.3890  0.2167
13 H 0.5580 -1.7885 -0.6077  0.2111

Forces on the atoms, in the same order (eV/Å):
C 0.2 0.5 0.3
C -0.3 0.0 0.5
C 0.0 -0.1 -0.2
C 0.6 0.8 3.6
C -0.1 0.1 -0.1
Cl -0.3 0.1 -0.4
H -0.1 -0.2 -0.2
H 0.1 0.0 -0.2
H -0.1 0.1 0.1
H 0.0 -1.3 -3.3
H 0.0 -0.1 0.0
H 0.1 0.0 0.0
H 0.0 -0.1 -0.1

***

What are the energy above the lowest of the compared OMol25 structures with the same formula, charge and spin values for these records? In order: 4.378; 3.853; 0.901; 4.422 eV.